{"formula": "C5H5FeO15", "method": "wB97M-V/def2-TZVPD", "homo_lumo_gap_ha": [0.2995, 0.2960], "energy_ha": -2585.95850, "e_homo_ev": [-2.818, -2.725], "multiplicity": 6, "charge": -2, "s_squared": 8.76, "symbols": ["Fe", "O", "C", "O", "O", "H", "O", "C", "O", "O", "H", "O", "C", "O", "O", "H", "O", "C", "O", "O", "H", "O", "C", "O", "O", "H"], "positions_angstrom": [[-0.20, -0.10, 0.00], [2.41, -1.01, -3.09], [1.85, -0.01, -2.56], [2.07, 0.95, -3.24], [1.20, -0.04, -1.55], [2.51, -0.16, -3.52], [-1.87, -2.85, -2.25], [-1.43, -1.92, -1.42], [-1.74, -0.72, -1.41], [-0.59, -2.11, -0.59], [-2.66, -2.46, -2.62], [3.50, -0.99, 1.92], [2.21, -0.68, 2.06], [1.90, -0.24, 3.18], [1.37, -0.79, 1.17], [3.69, -0.64, 2.79], [-2.75, 0.55, 3.16], [-2.70, -0.18, 2.07], [-1.59, -0.18, 1.43], [-3.64, -0.90, 1.70], [-3.63, 0.36, 3.50], [-0.06, 3.87, -0.35], [-0.15, 2.57, -0.25], [-0.89, 1.84, -0.86], [0.49, 1.86, 0.52], [0.71, 3.99, 0.22]], "mulliken_charge": [2.0603, -0.6169, 0.4705, -0.7569, -0.7200, 0.4192, -0.5012, 0.8459, -0.5491, -0.5773, 0.3292, -0.4767, 0.6082, -0.7709, -0.3314, 0.2721, -0.4099, 0.4918, -0.8880, -0.7135, 0.2836, -0.5157, 0.9042, -0.5453, -0.6219, 0.3098]}

***

{"formula": "C16H31F6GaNO8P2", "method": "wB97M-V/def2-TZVPD", "homo_lumo_gap_ha": 0.2601, "energy_ha": -4491.78117, "e_homo_ev": -4.761, "charge": -1, "symbols": ["C", "C", "O", "N", "C", "C", "C", "C", "C", "Ga", "C", "P", "P", "O", "O", "O", "H", "H", "H", "H", "H", "H", "H", "H", "H", "H", "H", "H", "H", "H", "H", "H", "H", "H", "H", "H", "H", "C", "C", "O", "C", "O", "C", "F", "F", "F", "H", "H", "H", "H", "H", "C", "C", "O", "C", "O", "C", "F", "F", "F", "H", "H", "H", "H", "H"], "positions_angstrom": [[5.09, 0.95, -0.93], [4.47, 0.20, -2.09], [3.74, 0.79, -2.89], [4.76, -1.19, -2.29], [6.12, -1.27, -2.84], [4.66, -1.98, -1.04], [3.36, -2.82, -0.91], [2.29, -2.57, -1.97], [1.08, -3.52, -1.75], [-0.72, -2.59, -1.89], [-0.87, -1.28, -3.43], [-1.24, -1.62, 0.26], [-2.05, 0.36, 0.02], [-3.18, 0.62, 0.92], [-2.48, 0.64, -1.50], [-0.83, 1.40, 0.35], [4.30, 1.20, -0.23], [5.54, 1.88, -1.27], [5.83, 0.38, -0.38], [6.88, -0.84, -2.17], [6.17, -0.73, -3.78], [6.38, -2.30, -3.03], [5.51, -2.66, -1.02], [4.76, -1.37, -0.15], [3.60, -3.88, -0.90], [2.91, -2.58, 0.05], [1.98, -1.53, -1.97], [2.70, -2.79, -2.95], [1.15, -3.93, -0.74], [1.10, -4.34, -2.46], [-1.86, -3.72, -2.10], [-0.32, -0.35, -3.31], [-1.92, -1.08, -3.62], [-0.49, -1.79, -4.32], [-0.03, -1.32, 0.92], [-1.73, 0.94, -2.02], [-1.11, 2.30, 0.19], [-5.37, -1.30, 2.07], [-5.52, -0.18, 3.06], [-6.60, -0.43, 4.00], [-6.33, -1.21, 5.03], [-5.29, -1.74, 5.30], [-7.58, -1.34, 5.91], [-8.68, -1.56, 5.19], [-7.77, -0.21, 6.61], [-7.45, -2.33, 6.78], [-6.31, -1.49, 1.55], [-4.61, -1.02, 1.34], [-5.06, -2.23, 2.55], [-5.79, 0.74, 2.56], [-4.59, 0.00, 3.61], [1.72, 2.65, -1.14], [1.34, 4.11, -1.20], [0.31, 4.43, -0.23], [0.72, 4.63, 1.01], [1.84, 4.61, 1.42], [-0.49, 4.98, 1.90], [-1.51, 4.16, 1.67], [-0.89, 6.23, 1.64], [-0.17, 4.90, 3.18], [0.84, 2.02, -1.26], [2.42, 2.41, -1.93], [2.17, 2.41, -0.18], [0.89, 4.36, -2.16], [2.19, 4.77, -1.04]], "mulliken_charge": [-1.3318, 0.3544, -0.6048, 0.3737, -1.0908, -0.5485, -0.8948, 0.1270, -1.0116, 0.1660, -1.1079, -0.2404, 0.6107, -0.5830, -0.5019, -0.3109, 0.3195, 0.3315, 0.5320, 0.4102, 0.2956, 0.4048, 0.4782, 0.2172, 0.2235, 0.2949, -0.0867, 0.2444, 0.4292, 0.4110, -0.3393, 0.2111, 0.3193, 0.3580, -0.0109, 0.2928, 0.2296, -0.8210, -0.1415, -0.3102, 0.3467, -0.5096, 0.8783, -0.2512, -0.2633, -0.2483, 0.3028, 0.1152, 0.2884, 0.2804, 0.3192, -0.4350, -0.5688, -0.2932, 0.3969, -0.5390, 0.8889, -0.2095, -0.2697, -0.2562, 0.0156, 0.3496, 0.2582, 0.3499, 0.3551]}